{"formula": "C68H84ClF9I2N13O2", "method": "ωB97M-V with the def2-TZVPD basis set", "spin_multiplicity": 1, "lumo_ev": -5.703, "charge": 1, "homo_lumo_gap_ev": 3.6, "e_homo_ev": -9.3, "elements": ["C", "C", "C", "C", "C", "N", "I", "C", "Cl", "C", "C", "C", "C", "F", "F", "C", "F", "F", "F", "C", "O", "C", "O", "C", "C", "C", "C", "C", "C", "N", "C", "C", "C", "I", "C", "N", "C", "C", "C", "C", "F", "F", "C", "F", "F", "H", "H", "H", "H", "H", "H", "H", "H", "H", "H", "H", "H", "H", "H", "H", "H", "H", "H", "H", "H", "H", "H", "H", "H", "H", "H", "H", "H", "H", "H", "H", "H", "H", "H", "N", "C", "C", "C", "C", "H", "H", "H", "H", "H", "N", "C", "C", "C", "C", "H", "H", "H", "H", "H", "N", "C", "C", "C", "C", "H", "H", "H", "H", "H", "N", "C", "C", "C", "C", "H", "H", "H", "H", "H", "N", "C", "C", "C", "C", "H", "H", "H", "H", "H", "N", "C", "C", "C", "C", "H", "H", "H", "H", "H", "N", "C", "C", "C", "C", "H", "H", "H", "H", "H", "N", "C", "C", "C", "C", "H", "H", "H", "H", "H", "N", "C", "C", "C", "C", "H", "H", "H", "H", "H", "N", "C", "C", "C", "C", "H", "H", "H", "H", "H"], "coordinates": [[-5.54, 0.29, 0.14], [-4.76, 0.04, -0.88], [-3.73, -0.43, -2.06], [-2.47, 0.61, -2.30], [-3.31, 1.91, -2.87], [-1.71, 0.20, -3.54], [-2.34, -1.60, -4.47], [-0.22, 0.38, -3.55], [-0.02, 2.23, -3.81], [0.61, -0.22, -4.77], [2.20, -0.11, -4.79], [2.99, 1.07, -4.09], [3.23, 2.29, -5.17], [2.16, 2.42, -6.11], [4.45, 1.92, -5.88], [3.52, 3.71, -4.47], [2.47, 4.65, -4.81], [4.73, 4.24, -5.08], [3.76, 3.67, -3.06], [0.30, -0.18, -2.17], [-0.05, -1.57, -1.94], [1.04, -2.49, -2.10], [1.30, -3.03, -3.24], [1.98, -3.03, -0.89], [1.40, -4.31, -0.12], [2.18, -5.02, 1.04], [3.59, -4.40, 1.45], [4.16, -3.14, 0.68], [3.37, -2.41, -0.51], [-0.10, 0.82, -1.15], [0.79, 0.53, -0.03], [2.04, 1.61, -0.15], [2.61, 2.04, 1.29], [3.42, 0.27, 2.29], [-1.62, 0.91, -0.91], [-1.78, -0.15, 0.11], [-2.46, 0.01, 1.37], [-1.56, 0.08, 2.75], [-2.64, 0.42, 3.93], [-1.76, 2.42, -0.35], [-0.97, 2.67, 0.87], [-1.16, 3.43, -1.23], [-3.14, 3.05, 0.13], [-3.31, 4.38, -0.48], [-3.23, 3.33, 1.56], [-6.12, 0.22, 1.15], [-3.41, -1.47, -1.72], [-4.48, -0.41, -2.95], [-3.86, 1.60, -3.86], [-4.17, 2.27, -2.21], [-2.66, 2.81, -3.14], [-1.96, 0.81, -4.36], [0.22, 0.31, -5.74], [0.46, -1.36, -5.00], [2.53, -0.13, -5.91], [2.64, -1.10, -4.36], [2.56, 1.46, -3.08], [4.06, 0.70, -3.84], [1.47, -0.17, -2.18], [0.38, -4.75, -0.44], [1.73, -5.95, 1.54], [4.16, -4.96, 2.29], [5.21, -2.77, 1.02], [3.79, -1.51, -1.09], [0.46, 0.67, 1.05], [1.34, -0.50, -0.04], [1.55, 2.55, -0.63], [2.86, 1.22, -0.88], [3.51, 2.76, 1.09], [1.87, 2.65, 1.93], [-1.86, -1.11, -0.23], [-3.05, -1.00, 1.55], [-3.27, 0.80, 1.53], [-0.83, 0.97, 2.75], [-1.03, -0.91, 2.99], [-2.91, 1.55, 3.88], [-3.56, -0.25, 3.77], [-2.18, 0.23, 4.98], [-4.11, 2.50, -0.11], [6.34, 8.09, -4.71], [6.67, 9.07, -3.81], [6.56, 8.55, -2.55], [6.15, 7.20, -2.68], [6.02, 6.94, -4.03], [6.32, 8.20, -5.71], [6.96, 10.06, -4.15], [6.76, 9.07, -1.62], [5.97, 6.49, -1.89], [5.73, 6.05, -4.56], [-1.96, -3.32, 5.03], [-3.20, -3.64, 5.51], [-3.13, -3.62, 6.88], [-1.81, -3.27, 7.24], [-1.10, -3.09, 6.07], [-1.71, -3.26, 4.05], [-4.02, -3.85, 4.84], [-3.95, -3.83, 7.56], [-1.41, -3.17, 8.24], [-0.07, -2.82, 5.90], [-1.82, -6.09, 3.59], [-2.59, -6.98, 4.28], [-2.20, -8.25, 3.94], [-1.14, -8.13, 3.01], [-0.92, -6.79, 2.81], [-1.89, -5.09, 3.64], [-3.36, -6.63, 4.95], [-2.63, -9.17, 4.32], [-0.59, -8.93, 2.54], [-0.21, -6.27, 2.19], [-6.98, -4.56, 6.92], [-7.18, -3.51, 7.78], [-8.28, -3.79, 8.54], [-8.77, -5.06, 8.13], [-7.94, -5.51, 7.13], [-6.24, -4.62, 6.24], [-6.51, -2.66, 7.77], [-8.70, -3.16, 9.31], [-9.63, -5.59, 8.52], [-7.95, -6.42, 6.55], [6.77, 1.66, 1.87], [7.16, 2.32, 0.73], [8.53, 2.40, 0.74], [8.99, 1.75, 1.92], [7.88, 1.31, 2.59], [5.81, 1.46, 2.13], [6.43, 2.68, 0.02], [9.14, 2.86, -0.02], [10.01, 1.63, 2.23], [7.78, 0.77, 3.53], [-8.25, -8.91, 7.63], [-9.62, -8.96, 7.72], [-10.05, -10.16, 7.22], [-8.89, -10.88, 6.81], [-7.80, -10.08, 7.07], [-7.67, -8.14, 7.91], [-10.17, -8.12, 8.14], [-11.07, -10.49, 7.16], [-8.87, -11.86, 6.37], [-6.75, -10.25, 6.92], [5.18, -2.33, -5.75], [6.51, -2.05, -5.59], [6.89, -1.21, -6.61], [5.75, -0.97, -7.41], [4.70, -1.68, -6.86], [4.63, -2.93, -5.15], [7.07, -2.46, -4.76], [7.88, -0.81, -6.76], [5.69, -0.36, -8.30], [3.67, -1.77, -7.15], [2.50, 5.32, -7.66], [1.67, 6.01, -8.49], [1.91, 5.59, -9.78], [2.92, 4.60, -9.71], [3.26, 4.45, -8.39], [2.54, 5.43, -6.65], [0.98, 6.75, -8.10], [1.41, 5.95, -10.67], [3.35, 4.05, -10.54], [3.98, 3.80, -7.91], [-2.65, 5.93, -3.33], [-2.07, 5.80, -4.56], [-2.42, 6.90, -5.31], [-3.24, 7.72, -4.50], [-3.36, 7.10, -3.28], [-2.58, 5.26, -2.58], [-1.46, 4.94, -4.81], [-2.12, 7.10, -6.33], [-3.68, 8.67, -4.77], [-3.89, 7.38, -2.38], [1.55, 2.07, 5.10], [1.41, 3.43, 5.02], [0.44, 3.81, 5.92], [-0.01, 2.64, 6.58], [0.69, 1.58, 6.05], [2.18, 1.52, 4.55], [2.00, 4.01, 4.32], [0.10, 4.83, 6.09], [-0.77, 2.58, 7.35], [0.65, 0.53, 6.28]]}